Formula: C5H12NS
Source: the OMol25 dataset
Level of theory: ωB97M-V/def2-TZVPD

## Properties
frontier orbital gap	10.90	eV
E	-650.33017	a.u.
net charge	+1
relative energy (zero: lowest compared OMol25 entry of this formula, charge and spin)	53.1	kcal per mole
M	118.2	g/mol
lowest unoccupied orbital energy	-0.113	hartree
HOMO	-13.9807	eV
SMILES	C[N@H+]1[C@H](S)C1(C)C

Element x y z (Å)
C 0.775 -1.969 -0.456
N -0.083 -0.808 -0.515
C -1.059 -0.279 0.537
S -2.796 -0.274 -0.036
C 0.027 0.545 0.000
C 1.221 0.887 0.952
C -0.145 1.767 -0.833
H 1.581 -1.864 -1.244
H 1.333 -2.190 0.507
H 0.002 -2.881 -0.535
H -0.671 -0.938 -1.399
H -0.881 -0.648 1.566
H -3.155 -0.784 1.083
H 2.160 1.217 0.474
H 1.433 0.101 1.679
H 0.939 1.730 1.407
H -1.044 1.736 -1.594
H 0.752 1.990 -1.359
H -0.391 2.661 -0.232